(1)
Computed, not measured: a 10-piece molecular cluster, C41H84F12N5O11 overall in a non-equilibrium geometry, with ωB97M-V/def2-TZVPD.

Last column: Löwdin charge in e.
Element x y z (Å)
F: 13.754 15.908 11.981  0.20
F: 20.739 6.597 18.720  0.20
F: 17.420 10.889 17.282  0.16
F: 15.909 10.775 15.843  0.20
F: 14.582 13.922 12.315  0.13
F: 22.872 13.547 14.150  0.09
F: 22.005 8.271 18.247  0.09
F: 21.173 7.220 16.623  0.12
F: 12.252 14.236 12.159  0.07
F: 24.118 14.417 12.663  0.15
F: 17.093 12.586 16.048  0.18
F: 23.211 12.463 12.272  0.17
O: 12.589 14.659 21.109  0.06
O: 18.167 9.361 15.057  0.03
O: 18.684 8.083 17.164  -0.14
O: 19.831 12.977 22.009  0.00
O: 19.183 11.406 15.011  -0.05
O: 21.916 15.789 12.725  0.11
O: 13.208 12.926 10.016  0.08
O: 19.527 8.812 19.360  -0.12
O: 20.509 13.956 12.508  -0.09
O: 15.882 16.830 16.136  0.06
O: 14.684 14.591 9.702  -0.07
N: 11.471 12.659 20.915  -0.02
N: 16.914 15.886 17.877  0.01
N: 24.715 10.998 19.100  -0.25
N: 12.652 9.282 13.852  -0.27
N: 19.969 10.854 21.259  -0.02
C: 19.822 8.671 18.057  -0.34
C: 19.619 12.183 21.086  -0.53
C: 12.423 13.726 18.979  -0.02
C: 10.856 12.785 22.242  -0.07
C: 25.327 12.039 17.007  -0.13
C: 13.961 8.409 13.803  -0.08
C: 13.547 14.625 11.731  -0.44
C: 18.026 15.831 15.734  -0.01
C: 20.854 10.125 13.869  -0.06
C: 14.912 14.549 8.277  -0.19
C: 11.031 10.763 12.624  -0.10
C: 17.064 11.269 16.052  -0.65
C: 19.251 12.551 19.648  0.01
C: 25.587 9.819 19.006  -0.14
C: 20.881 7.606 17.905  -0.59
C: 13.486 14.184 10.225  -0.48
C: 19.512 14.548 11.772  -0.27
C: 25.510 12.214 19.406  -0.14
C: 24.138 11.453 17.723  -0.07
C: 19.855 11.300 13.749  -0.21
C: 13.104 10.747 14.069  -0.07
C: 26.165 9.403 20.336  -0.22
C: 14.008 6.826 13.666  -0.20
C: 11.979 11.644 13.479  -0.13
C: 11.857 9.394 12.540  -0.05
C: 17.488 7.785 17.774  -0.35
C: 17.181 6.367 17.919  -0.06
C: 23.542 10.776 20.079  0.06
C: 21.703 14.553 12.176  -0.30
C: 15.776 16.482 18.527  -0.11
C: 18.023 10.692 15.010  -0.45
C: 27.562 8.767 20.191  -0.07
C: 12.176 13.744 20.410  -0.56
C: 15.511 6.404 13.594  -0.09
C: 23.027 13.663 12.777  -0.50
C: 19.007 15.823 12.391  -0.05
C: 20.453 10.585 22.612  -0.11
C: 15.591 13.238 7.830  -0.05
C: 16.834 16.210 16.525  -0.57
C: 11.765 8.946 14.990  -0.08
C: 26.129 12.751 18.126  -0.12
H: 12.588 9.562 11.740  0.14
H: 15.417 15.415 7.825  0.12
H: 12.755 14.921 9.872  0.20
H: 25.039 9.054 18.519  0.14
H: 16.682 8.290 17.217  0.11
H: 23.403 12.222 18.027  0.14
H: 15.546 5.290 13.668  0.09
H: 20.473 9.157 14.200  0.06
H: 27.705 8.227 19.284  0.07
H: 18.480 15.489 13.271  0.04
H: 18.662 15.171 16.373  0.09
H: 13.577 6.359 14.565  0.10
H: 14.851 15.871 18.308  0.09
H: 10.059 10.579 13.072  0.10
H: 17.723 15.567 18.395  0.13
H: 18.181 12.441 19.584  0.07
H: 27.187 12.523 18.220  0.11
H: 23.291 9.749 20.062  0.09
H: 12.520 14.748 18.617  0.09
H: 16.100 13.343 6.899  0.07
H: 13.400 6.508 12.802  0.11
H: 16.165 6.910 14.298  0.06
H: 15.888 6.689 12.570  0.09
H: 11.200 8.002 14.813  0.05
H: 11.410 8.423 12.384  0.12
H: 25.927 11.285 16.483  0.12
H: 17.986 5.746 18.354  0.09
H: 20.007 10.138 20.427  0.11
H: 15.887 16.357 19.622  0.09
H: 26.338 12.013 20.164  0.15
H: 18.575 16.679 15.301  0.10
H: 21.374 11.109 22.889  0.07
H: 10.633 7.366 16.669  0.19
H: 20.389 12.259 13.634  0.09
H: 20.142 9.552 17.428  0.16
H: 13.160 10.947 15.132  0.12
H: 26.447 10.089 18.438  0.12
H: 15.560 17.525 18.259  0.09
H: 24.845 12.919 19.920  0.14
H: 21.892 16.384 12.092  0.04
H: 17.380 8.320 18.689  0.11
H: 24.902 12.730 16.294  0.11
H: 16.872 5.864 17.031  0.06
H: 21.766 14.497 11.085  0.17
H: 10.888 12.257 20.180  0.12
H: 20.629 9.498 22.635  0.08
H: 19.803 14.815 10.755  0.12
H: 17.636 15.201 14.951  0.06
H: 19.633 10.778 23.296  0.08
H: 17.466 10.865 14.056  0.16
H: 26.148 10.132 21.134  0.11
H: 19.697 16.579 12.669  0.07
H: 21.376 9.897 12.916  0.08
H: 19.159 11.201 12.880  0.13
H: 14.836 12.485 7.796  0.06
H: 26.003 13.862 18.082  0.14
H: 11.472 12.298 14.172  0.12
H: 11.754 13.161 18.359  0.06
H: 10.538 11.827 22.618  0.07
H: 21.592 10.491 14.676  0.09
H: 13.332 13.230 18.656  0.09
H: 23.766 11.057 21.107  0.11
H: 11.653 13.168 22.897  0.09
H: 25.492 8.609 20.665  0.12
H: 16.390 6.416 18.696  0.10
H: 18.346 8.911 15.971  0.07
H: 14.582 8.894 13.058  0.12
H: 10.032 13.526 22.145  0.10
H: 11.047 9.764 15.156  0.11
H: 28.337 9.542 20.207  0.08
H: 10.803 11.164 11.628  0.12
H: 14.315 8.591 14.821  0.12
H: 27.799 8.110 21.018  0.08
H: 13.909 14.628 7.833  0.12
H: 14.073 10.743 13.562  0.13
H: 12.431 12.353 12.802  0.07
H: 18.292 16.179 11.660  0.09
H: 18.671 13.801 11.789  0.15
H: 16.253 12.937 8.578  0.05
H: 22.731 11.374 19.698  0.09
H: 19.601 11.737 19.022  0.06
H: 12.395 8.857 15.879  0.09
H: 23.644 10.562 17.358  0.14
H: 19.490 13.516 19.281  0.06

For the largest force on an atom, the calculation gives 6.660 eV/Å. The value obtained for the LUMO energy is -0.3091 Ha. The molecular weight is 1051.12 g/mol. The total charge is +1. The HOMO energy comes out at -9.78 eV. The electronic energy comes out at -3911.691860 a.u.

=====

(2)
Computed, not measured: one molecule with the formula CH3F2OP in a non-equilibrium geometry, with ωB97M-V/def2-TZVPD.

Last column: Löwdin charge in e.
Element x y z (Å)
P: -0.546 0.860 0.620  0.82
F: 2.669 -0.566 0.813  0.03
F: 2.254 1.120 -0.392  0.03
O: 0.412 -0.334 -0.062  -0.48
C: 1.914 -0.199 -0.297  -0.35
H: -1.493 0.491 -0.316  -0.10
H: -1.194 0.073 1.574  -0.12
H: 2.148 -0.836 -1.187  0.17

For the largest force on an atom, the calculation gives 4.588 eV/Å. The value obtained for the LUMO energy is 0.0336 Ha. The molecular weight is 100.00 g/mol. The SMILES is FC(F)OP. The HOMO energy comes out at -9.99 eV. The electronic energy comes out at -656.194823 a.u.

=====

(3)
Computed, not measured: an isolated ion of composition C26H33FNOS2 and charge -1 in a non-equilibrium geometry, with ωB97M-V/def2-TZVPD.

Last column: Löwdin charge in e.
Element x y z (Å)
S: 1.379 2.818 -3.108  0.59
S: 1.645 0.715 -1.575  0.86
F: 0.875 -4.758 -0.684  0.02
O: -1.616 1.004 4.272  -0.11
N: 1.773 0.621 -4.522  -0.15
C: 0.520 -2.398 -0.820  0.03
C: 0.459 -3.663 -1.419  -0.23
C: 2.268 -0.749 -4.775  -0.13
C: 2.457 -0.821 -6.301  -0.16
C: 1.564 1.190 -3.310  -1.00
C: -0.971 -0.655 1.184  -0.04
C: 0.049 -3.833 -2.743  -0.03
C: -0.160 1.696 2.527  -0.08
C: -2.149 -1.621 3.276  -0.55
C: -0.362 -2.709 -3.487  -0.10
C: -0.394 -1.450 -2.865  -0.08
C: -3.529 -1.051 3.650  -0.06
C: 0.059 -1.297 -1.546  -0.28
C: 0.892 2.568 4.659  -0.06
C: 1.046 3.961 2.596  -0.09
C: -1.133 3.694 3.735  -0.07
C: -1.422 -2.012 4.573  -0.06
C: 0.081 0.126 -0.991  -0.50
C: 0.175 2.971 3.362  -0.55
C: 1.879 1.511 -5.701  -0.20
C: -1.058 0.725 3.174  -0.33
C: -2.362 -2.883 2.440  -0.08
C: -1.350 -0.546 2.505  -0.09
C: 2.375 0.609 -6.837  -0.17
C: -0.149 0.281 0.540  -0.24
C: 0.288 1.423 1.240  -0.03
H: -1.285 -1.536 0.616  0.09
H: -0.690 -2.829 -4.531  0.11
H: -0.667 0.681 -1.562  0.11
H: 0.237 1.937 5.265  0.07
H: 0.900 1.955 -5.946  0.11
H: 1.659 -1.430 -6.739  0.11
H: -4.037 -0.690 2.744  0.09
H: -1.374 -1.141 5.235  0.07
H: -1.738 3.042 4.373  0.07
H: 2.595 2.338 -5.532  0.09
H: -1.415 -3.378 2.184  0.08
H: -0.778 -0.578 -3.406  0.12
H: 1.805 2.009 4.429  0.08
H: 3.358 0.956 -7.152  0.10
H: 0.534 4.290 1.681  0.08
H: 0.849 -2.249 0.216  0.14
H: 3.428 -1.275 -6.504  0.10
H: 1.212 4.842 3.233  0.07
H: -3.380 -0.221 4.353  0.07
H: -4.112 -1.854 4.117  0.07
H: 0.052 -4.828 -3.185  0.11
H: -1.699 3.920 2.823  0.09
H: -1.999 -2.808 5.060  0.07
H: -0.908 4.626 4.267  0.07
H: 1.001 2.113 0.768  0.09
H: 1.510 -1.462 -4.434  0.08
H: 2.018 3.521 2.344  0.08
H: 1.734 0.679 -7.716  0.10
H: -0.409 -2.378 4.357  0.08
H: 1.153 3.458 5.241  0.07
H: 3.201 -0.926 -4.213  0.13
H: -2.928 -2.668 1.524  0.08
H: -2.957 -3.580 3.042  0.07

For the largest force on an atom, the calculation gives 3.039 eV/Å. The value obtained for the LUMO energy is 0.0828 Ha. The molecular weight is 458.69 g/mol. The total charge is -1. The HOMO energy comes out at -3.19 eV. The electronic energy comes out at -2036.775436 a.u.

=====

(4)
Computed, not measured: a 2-piece molecular cluster, C4H8N2 overall in a non-equilibrium geometry, with ωB97M-V/def2-TZVPD.

Last column: Löwdin charge in e.
Element x y z (Å)
N: -0.380 -1.778 0.075  0.11
N: -1.997 0.028 -1.177  -0.03
C: 2.433 -0.048 0.146  -0.13
C: 1.053 0.411 0.604  -0.18
C: -0.035 -0.673 0.049  -0.23
C: -2.873 0.443 -0.347  -0.11
H: 2.620 -1.076 0.453  0.08
H: 0.839 1.424 0.258  0.09
H: -1.798 -0.950 -1.383  0.04
H: 3.219 0.579 0.568  0.07
H: 0.965 0.370 1.693  0.10
H: -3.762 0.928 -0.736  0.05
H: 2.519 -0.014 -0.940  0.08
H: -2.802 0.357 0.736  0.06

For the largest force on an atom, the calculation gives 3.951 eV/Å. The value obtained for the LUMO energy is 0.0077 Ha. The molecular weight is 84.12 g/mol. The SMILES is CCC#N.C=N. The HOMO energy comes out at -8.05 eV. The electronic energy comes out at -266.582979 a.u.

=====

(5)
Computed, not measured: an isolated ion of composition C4H12N2OPS2 and charge +1 in a non-equilibrium geometry, with ωB97M-V/def2-TZVPD.

Last column: Löwdin charge in e.
Element x y z (Å)
S: -1.891 -0.845 -1.953  0.40
S: -1.635 1.594 0.471  0.70
P: -0.982 -0.192 -0.384  0.17
O: -0.769 -1.379 0.953  -0.38
N: 2.932 0.659 -0.708  0.01
N: 0.752 -0.002 -0.328  -0.09
C: -1.667 -2.482 0.940  -0.16
C: -2.656 2.185 -0.834  -0.45
C: 1.710 0.447 -1.129  -0.15
C: 3.457 0.472 0.676  -0.01
H: 2.721 1.060 1.220  0.10
H: -2.075 -2.587 -0.150  0.05
H: -2.391 3.150 -1.061  0.02
H: 1.444 0.685 -2.083  0.13
H: 3.381 -0.474 1.052  0.05
H: -1.207 -3.380 1.121  0.05
H: -3.594 2.282 -0.511  0.00
H: 4.572 0.762 0.769  0.14
H: 1.118 -0.253 0.625  0.13
H: 3.661 0.684 -1.568  0.24
H: -2.620 1.509 -1.653  -0.04
H: -2.442 -2.346 1.672  0.09

For the largest force on an atom, the calculation gives 4.731 eV/Å. The value obtained for the LUMO energy is -0.1314 Ha. The molecular weight is 199.26 g/mol. The total charge is +1. The SMILES is CN/C=[NH+]/[P@@](=S)(OC)SC. The HOMO energy comes out at -12.95 eV. The electronic energy comes out at -1481.846682 a.u.

=====

(6)
Computed, not measured: C14H13FeNS as an isolated structure in a non-equilibrium geometry, with ωB97M-V/def2-TZVPD.

Last column: Löwdin charge in e.
Element x y z (Å)
Fe: 0.279 0.344 -0.367  0.54
S: 0.902 1.899 3.388  1.08
N: 0.551 0.250 1.427  -0.10
C: 1.251 -2.620 3.746  -0.09
C: 0.918 -0.594 2.502  -0.26
C: -0.676 2.970 -1.528  -0.10
C: -0.260 4.844 0.018  -0.10
C: -0.654 4.355 -1.238  -0.10
C: 0.416 -0.235 -2.553  -0.09
C: -0.341 2.069 -0.506  -0.23
C: 0.144 3.977 1.033  -0.05
C: 0.535 1.591 1.738  -0.55
C: 1.453 -0.446 4.880  -0.10
C: 1.522 -1.856 4.916  -0.08
C: 0.154 2.579 0.757  -0.26
C: 1.206 0.170 3.672  -0.45
C: 0.939 -1.996 2.541  -0.03
H: 1.267 -3.712 3.855  0.10
H: 0.283 -1.126 -3.184  0.05
H: 1.729 -2.396 5.839  0.10
H: 0.355 4.323 2.052  0.09
H: 1.469 0.044 -2.512  0.04
H: -0.352 5.928 0.207  0.11
H: -1.021 5.046 -2.006  0.10
H: -1.262 0.427 -0.847  0.11
H: 0.714 -2.598 1.636  0.12
H: 1.510 0.230 5.768  0.12
H: -0.988 2.615 -2.517  0.09
H: -0.122 0.605 -2.983  0.02
H: -0.221 -0.462 -1.569  -0.05

For the largest force on an atom, the calculation gives 2.919 eV/Å. The value obtained for the LUMO energy (spin up / spin down) is -0.0069 / -0.0014 Ha. The molecular weight is 283.18 g/mol. Its expectation value of S² is 6.10. As for the spin multiplicity: 5. The HOMO energy (spin up / spin down) comes out at -5.40 / -8.07 eV. The electronic energy comes out at -2257.744186 a.u.

=====

Q: Number 3 is which compound?
A: C26H33FNOS2